This record from the Open Molecules 2025 dataset describes a structure of composition C23H33NOP2PmSi. The level of theory is the ωB97M-V functional and the def2-TZVPD basis.

Positions of all 62 atoms, in Å:
C: -2.33166 2.93000 -3.13269
C: -1.89774 1.61990 -2.82002
C: -0.51581 1.29933 -3.07551
C: 0.48851 2.30986 -3.24859
C: 0.02209 3.63910 -3.24725
C: -1.34472 3.91013 -3.21529
C: 1.78748 1.78931 -3.31203
C: 2.14628 0.51324 -2.88356
C: 1.07164 -0.33299 -2.63525
C: 1.20047 -1.61781 -2.01603
C: 2.48068 -2.19571 -1.87452
C: 3.57567 -1.28960 -1.99337
C: 3.41468 0.02189 -2.39438
H: -3.39824 3.13711 -3.14528
H: 0.73847 4.41773 -3.11484
H: -1.70538 4.95600 -3.29344
H: 2.62018 2.53281 -3.55484
H: 2.60255 -3.21752 -1.57848
H: 4.56701 -1.69351 -1.76931
H: 4.25035 0.72365 -2.30781
N: -0.14470 0.07301 -2.89004
Pm: -0.70544 0.83858 2.09465
C: -2.71662 0.57417 -2.13449
H: -2.28524 -0.37241 -2.41910
H: -3.76952 0.63313 -2.40843
C: -0.06591 -2.20095 -1.38725
H: -0.91903 -1.75473 -1.89442
H: -0.07013 -3.29565 -1.46746
P: -2.50380 0.64104 -0.25183
P: -0.21969 -1.69681 0.43144
C: 1.12136 -2.81111 0.99540
H: 1.13050 -2.88915 2.08979
H: 0.98396 -3.80374 0.55884
H: 2.08161 -2.41201 0.65889
C: -1.65250 -2.74487 0.90003
H: -1.31616 -3.78066 1.01026
H: -2.07392 -2.41474 1.85769
H: -2.43827 -2.70229 0.14003
C: -2.99562 2.37344 0.03957
H: -4.02727 2.52222 -0.27798
H: -2.91004 2.65835 1.10323
H: -2.36254 3.03288 -0.54934
C: -4.03167 -0.24986 0.25246
H: -4.02017 -0.44791 1.32138
H: -4.91194 0.37193 0.01825
H: -4.09762 -1.19991 -0.28333
C: -2.32551 -0.46164 3.47135
O: -3.16978 -1.02450 4.05324
H: 0.98331 0.93405 1.55101
C: 1.36953 -1.23380 4.67617
Si: 1.76262 -0.22135 3.06527
C: 1.79569 1.62408 3.63921
C: 3.54227 -0.79273 2.67275
H: 0.29712 -1.43649 4.77950
H: 1.69559 -0.67620 5.56989
H: 1.88312 -2.20740 4.68954
H: 2.49298 1.64357 4.45910
H: 2.20683 2.17399 2.79489
H: 0.81837 2.00597 3.93851
H: 4.29257 -0.33454 3.34963
H: 3.69250 -1.88221 2.74376
H: 3.81063 -0.50565 1.65044

## Properties
**Maximum force**: 5.69 eV/A
**Multiplicity**: 5
**Net charge**: +1
**HOMO energy (spin up / spin down)**: -0.3500 / -0.3281 hartree
**Calculated total energy**: -2606.38183 Ha
**M**: 574.56 g/mol